Record 1
The following is a quantum chemistry calculation of C62H51N6O3S3Sn as an isolated structure, from OMol25.

energy: -4355.82849 Ha
net charge: +1
relative energy (zero: lowest compared OMol25 entry of this formula, charge and spin): 1.20 kcal/mol

Last column: Löwdin charge in e.
Positions of all 126 atoms, in Å:
Sn -0.0054 0.8474 0.1049  1.19
N -0.0803 0.7206 2.2195  -0.31
S 0.5085 0.4520 3.5155  0.81
N 2.0376 0.9630 3.8204  -0.35
S 3.3233 0.1796 3.4847  0.89
N 3.5169 -0.5895 2.1583  -0.34
S 3.3599 0.1390 0.6837  0.80
N 2.2037 0.9684 0.3758  -0.30
C 3.6613 -1.2920 -0.3351  -0.32
C 3.3263 -2.5707 0.0786  -0.07
C 3.3871 -3.6085 -0.8386  -0.05
C 3.7786 -3.3621 -2.1473  -0.05
C 4.1137 -2.0757 -2.5494  -0.05
C 4.0481 -1.0298 -1.6429  -0.07
C 4.8713 1.0673 0.5074  -0.33
C 4.7487 2.4345 0.3292  -0.05
C 5.9053 3.1913 0.1919  -0.05
C 7.1472 2.5738 0.2186  -0.06
C 7.2492 1.1970 0.3894  -0.06
C 6.1053 0.4329 0.5427  -0.07
C 4.5720 1.4067 3.7682  -0.31
C 5.8893 0.9722 3.8298  -0.06
C 6.8888 1.9108 4.0122  -0.05
C 6.5640 3.2580 4.1227  -0.05
C 5.2428 3.6737 4.0478  -0.05
C 4.2279 2.7452 3.8682  -0.05
C 3.6475 -1.0710 4.6982  -0.32
C 3.7007 -0.6500 6.0212  -0.06
C 3.8909 -1.5957 7.0123  -0.05
C 4.0165 -2.9390 6.6731  -0.05
C 3.9559 -3.3394 5.3471  -0.05
C 3.7731 -2.4013 4.3406  -0.05
C -0.3345 1.3210 4.8136  -0.31
C 0.2993 1.7678 5.9642  -0.08
C -0.4536 2.4158 6.9309  -0.06
C -1.8159 2.6085 6.7399  -0.06
C -2.4342 2.1615 5.5803  -0.05
C -1.6930 1.5130 4.6050  -0.04
C 0.4842 -1.2602 4.0273  -0.30
C 0.4889 -1.6346 5.3653  -0.06
C 0.4842 -2.9842 5.6777  -0.06
C 0.4742 -3.9369 4.6646  -0.06
C 0.4699 -3.5464 3.3330  -0.05
C 0.4717 -2.1972 3.0055  -0.07
H 2.9785 -2.7464 1.0865  0.09
H 3.1035 -4.6065 -0.5336  0.12
H 3.8142 -4.1750 -2.8599  0.11
H 4.4203 -1.8848 -3.5688  0.11
H 4.3031 -0.0224 -1.9514  0.12
H 3.7613 2.8808 0.2965  0.11
H 5.8325 4.2615 0.0510  0.11
H 8.0447 3.1661 0.0973  0.11
H 8.2207 0.7212 0.3989  0.11
H 6.1665 -0.6410 0.6718  0.12
H 6.1282 -0.0804 3.7366  0.13
H 7.9210 1.5929 4.0671  0.12
H 7.3494 3.9879 4.2673  0.12
H 4.9965 4.7237 4.1281  0.12
H 3.1922 3.0465 3.7994  0.11
H 3.6016 0.3996 6.2708  0.12
H 3.9440 -1.2877 8.0475  0.12
H 4.1655 -3.6763 7.4507  0.12
H 4.0496 -4.3854 5.0886  0.12
H 3.7223 -2.6922 3.3014  0.10
H 1.3635 1.6270 6.0908  0.09
H 0.0248 2.7775 7.8311  0.11
H -2.3968 3.1177 7.4972  0.11
H -3.4930 2.3220 5.4304  0.12
H -2.1489 1.1719 3.6839  0.11
H 0.4821 -0.8926 6.1527  0.11
H 0.4763 -3.2920 6.7149  0.12
H 0.4563 -4.9887 4.9190  0.11
H 0.4450 -4.2772 2.5351  0.11
H 0.4619 -1.8881 1.9685  0.07
N 0.6709 0.8218 -2.0703  0.05
C 0.0470 1.7713 -2.9560  -0.23
C -0.4482 1.3148 -4.1668  -0.02
C -1.0613 2.1899 -5.0464  -0.07
C -1.1787 3.5260 -4.7023  -0.07
C -0.6978 3.9681 -3.4816  -0.03
C -0.0718 3.1095 -2.5748  -0.13
C 0.3701 3.6668 -1.2591  -0.19
C 0.9005 4.9599 -1.2570  -0.05
C 1.1830 5.6250 -0.0740  -0.08
C 0.9225 5.0004 1.1360  -0.09
C 0.4473 3.6957 1.1404  -0.13
C 0.1869 2.9996 -0.0354  -0.20
H 0.5488 -0.1376 -2.3993  0.08
H 1.6630 1.0059 -1.9389  0.10
H -0.3570 0.2630 -4.4117  0.12
H -1.4539 1.8244 -5.9857  0.11
H -1.6630 4.2231 -5.3733  0.11
H -0.8392 5.0040 -3.2033  0.11
H 1.0936 5.4521 -2.2020  0.11
H 1.5914 6.6271 -0.1015  0.10
H 1.1013 5.5169 2.0712  0.10
H 0.2941 3.2003 2.0922  0.07
O -0.1293 -2.0568 -1.8555  0.03
N 0.1872 -2.2518 -0.6865  -0.51
O 0.0869 -3.3248 -0.1229  0.06
O 0.7339 -1.2731 -0.0237  -0.22
C -6.2150 -2.6944 1.3718  -0.09
C -6.1260 -1.7119 0.3951  -0.07
C -4.9309 -1.0499 0.1632  -0.02
C -3.7936 -1.3599 0.9124  -0.19
C -3.9047 -2.3374 1.9051  -0.04
C -5.0968 -3.0053 2.1314  -0.08
C -2.4749 -0.7151 0.7669  -0.09
C -1.9659 0.0540 -0.1996  -0.22
C -2.6698 0.3897 -1.4571  -0.29
C -3.1302 1.6859 -1.6842  -0.05
C -3.8550 1.9846 -2.8293  -0.08
C -4.1142 0.9963 -3.7672  -0.09
C -3.6271 -0.2887 -3.5663  -0.07
C -2.9037 -0.5901 -2.4233  -0.05
H -7.1518 -3.2080 1.5432  0.10
H -6.9974 -1.4565 -0.1939  0.11
H -4.8957 -0.2818 -0.5968  0.11
H -3.0307 -2.5813 2.5000  0.10
H -5.1543 -3.7652 2.8999  0.10
H -1.8278 -0.9211 1.6184  0.07
H -2.9363 2.4580 -0.9478  0.12
H -4.2185 2.9921 -2.9864  0.11
H -4.6853 1.2285 -4.6570  0.10
H -3.8179 -1.0620 -4.2997  0.11
H -2.5319 -1.5938 -2.2579  0.11


Record 2
The following is a quantum chemistry calculation of a 3-piece molecular cluster, C3H10O4 overall in a non-equilibrium geometry, from OMol25.

energy: -421.22117 Ha
relative energy (zero: lowest compared OMol25 entry of this formula, charge and spin): 40.09 kcal/mol

Last column: natural (NBO) charge in e.
Positions of all 17 atoms, in Å:
O 0.3103 -2.8616 2.3237  -0.50
C 0.8521 -1.8010 2.2184  0.45
C 0.6522 -0.7697 1.1420  -0.55
C 0.5552 -1.3561 -0.3005  -0.06
O 0.1988 -0.5170 -1.4058  -0.73
H 1.4698 -1.4048 3.0721  0.10
H -0.2329 -0.1776 1.3599  0.24
H 1.4592 -0.0475 1.0952  0.22
H 1.4108 -1.9483 -0.6274  0.17
H -0.2937 -2.0666 -0.2600  0.17
H 0.1270 0.3792 -1.0435  0.49
O 1.1249 2.0927 -0.7464  -0.96
H 2.0759 2.1470 -0.8810  0.48
H 0.7024 2.7462 -1.2912  0.48
O -3.3360 2.2711 -1.4892  -0.93
H -3.9605 1.7108 -1.0054  0.46
H -3.1156 1.6032 -2.1612  0.46